Molecular formula: C37H38NO10P3STeTi
Method: DFT, the ωB97M-V functional and the def2-TZVPD basis

Structure (XYZ):
```
92
Properties=species:S:1:pos:R:3:forces:R:3
Ti -0.0683 2.0330 -0.0122 0.478 -1.344 0.629
O -1.1012 3.0295 3.6497 -0.069 0.206 0.135
C -1.0339 2.2673 2.7142 0.223 -0.556 -0.094
O -0.0041 2.1540 1.9003 -0.346 0.297 1.377
C -2.1202 1.2219 2.4398 0.468 -0.144 -0.154
P -1.2109 -0.3701 2.0493 -0.343 0.085 0.604
C -0.4360 -0.6146 3.7125 0.128 0.001 -0.077
C -1.1119 -0.9747 4.8774 -0.008 0.014 0.046
C -0.4304 -1.1128 6.0793 -0.024 0.006 -0.035
C 0.9388 -0.8773 6.1375 -0.027 0.005 -0.023
C 1.6208 -0.4956 4.9922 -0.039 0.011 -0.063
C 0.9369 -0.3676 3.7876 -0.036 -0.033 0.018
C -2.6094 -1.5630 2.1218 0.099 -0.108 -0.033
C -2.4334 -2.8587 2.6184 -0.019 0.000 0.011
C -3.4564 -3.7958 2.5609 0.094 0.046 0.002
C -4.6773 -3.4620 1.9874 0.022 0.013 -0.011
C -4.8554 -2.1909 1.4625 0.033 0.034 0.007
C -3.8301 -1.2541 1.5248 -0.114 0.017 -0.005
H -2.6636 1.5528 1.5529 -0.052 -0.071 -0.024
H -2.7890 1.1122 3.2892 -0.077 0.067 0.058
H -2.1824 -1.1483 4.8433 0.034 -0.020 0.002
H -0.9692 -1.3976 6.9764 -0.006 0.009 -0.014
H 1.4690 -0.9813 7.0774 -0.012 -0.002 -0.006
H 2.6849 -0.2937 5.0273 -0.019 -0.002 -0.025
H 1.4697 -0.0529 2.8952 0.020 -0.007 0.022
H -1.4803 -3.1293 3.0610 -0.060 -0.012 -0.001
H -3.2970 -4.7927 2.9590 0.006 0.038 -0.009
H -5.4777 -4.1918 1.9370 0.020 0.011 0.002
H -5.7932 -1.9255 0.9887 0.035 0.007 -0.013
H -3.9825 -0.2739 1.0887 -0.004 -0.031 -0.006
O 2.0797 4.1564 0.3667 0.194 -0.064 -0.045
N 2.0061 2.7363 0.3437 0.450 0.391 0.267
C 3.0315 2.3120 1.0652 0.058 -0.095 -0.234
C 3.5676 1.0124 1.1483 -0.158 -0.028 -0.004
C 4.7952 0.8546 1.8640 -0.071 -0.024 0.033
C 5.4637 -0.3335 1.9204 -0.041 -0.056 -0.030
C 4.9419 -1.4755 1.2578 -0.008 0.055 -0.011
C 3.7515 -1.3565 0.5704 0.062 0.070 0.051
C 3.0234 -0.1587 0.5114 -0.049 0.046 0.067
P 1.5557 0.0161 -0.5360 0.782 -0.616 -0.225
C 2.4076 0.1720 -2.1751 -0.183 0.046 0.031
C 3.0530 -0.8950 -2.7926 0.119 -0.104 -0.075
C 3.7487 -0.7159 -3.9818 -0.031 -0.073 0.047
C 3.8056 0.5395 -4.5742 0.029 -0.044 0.029
C 3.1728 1.6093 -3.9607 -0.071 0.078 0.038
C 2.4826 1.4305 -2.7662 -0.077 0.044 -0.094
C 0.9043 -1.7069 -0.5891 -0.170 0.119 -0.052
C 0.8715 -2.4774 0.5752 0.050 -0.081 0.047
C 0.3215 -3.7494 0.5725 0.000 0.016 0.011
C -0.2536 -4.2620 -0.5849 0.009 0.004 0.010
C -0.2674 -3.4917 -1.7341 0.073 0.066 -0.039
C 0.3143 -2.2270 -1.7363 0.103 -0.049 -0.038
H 1.1907 4.5190 0.1805 -0.188 0.016 -0.054
H 3.5834 3.0941 1.5740 0.053 0.066 0.041
H 5.2096 1.7317 2.3528 -0.022 -0.021 -0.012
H 6.4061 -0.3984 2.4543 -0.022 0.002 0.019
H 5.4674 -2.4229 1.2833 -0.020 0.020 0.013
H 3.3657 -2.2338 0.0654 -0.014 0.005 -0.024
H 3.0081 -1.8797 -2.3423 0.024 0.002 -0.020
H 4.2435 -1.5604 -4.4495 -0.019 0.009 0.022
H 4.3443 0.6828 -5.5043 -0.014 -0.014 0.005
H 3.2049 2.5913 -4.4198 -0.002 -0.004 0.058
H 1.9795 2.2669 -2.2973 0.004 0.057 -0.003
H 1.3048 -2.0842 1.4864 0.010 -0.023 0.000
H 0.3378 -4.3427 1.4800 -0.028 0.039 0.001
H -0.7003 -5.2502 -0.5840 -0.001 0.033 0.016
H -0.7472 -3.8597 -2.6332 0.016 0.035 0.015
H 0.3147 -1.6391 -2.6448 -0.072 -0.037 0.051
O -0.3571 5.2161 -0.1971 -0.055 -0.220 -0.200
S -1.0844 4.1819 -0.9427 -0.051 1.458 -0.085
O -1.7529 3.2472 0.0441 0.128 0.453 -0.312
O -0.0350 3.2206 -1.5453 -0.188 0.953 -0.674
O -1.9629 4.7433 -1.9386 -0.104 -0.336 -0.004
C -4.7047 3.0185 -1.9839 0.099 0.032 0.091
C -3.8350 2.3223 -3.0099 0.091 0.230 0.318
O -2.5722 1.9966 -2.4210 -0.246 -0.077 -0.145
P -1.9311 0.6016 -2.0542 0.239 -0.015 0.250
O -1.3480 0.6578 -0.6354 -0.845 -0.322 -1.193
Te -3.3383 -1.1925 -2.5766 -0.206 -0.169 -0.008
O -0.5974 0.6163 -2.9459 0.034 -0.173 -0.292
C -0.6699 0.7888 -4.3675 0.058 -0.006 0.098
C -0.0375 -0.3976 -5.0588 0.053 -0.033 -0.029
H -5.5096 3.5630 -2.4848 -0.034 -0.055 0.026
H -4.0897 3.7265 -1.4256 -0.110 -0.024 -0.074
H -5.1378 2.2931 -1.2913 0.016 0.025 -0.008
H -3.6172 2.9834 -3.8473 0.105 0.073 -0.001
H -4.3083 1.4206 -3.3795 -0.053 -0.286 -0.132
H -0.1411 1.7129 -4.6062 0.004 0.042 0.074
H -1.7077 0.8988 -4.6865 -0.104 0.003 0.067
H 1.0145 -0.4939 -4.7759 -0.079 0.004 -0.033
H -0.1034 -0.2619 -6.1431 0.056 -0.025 0.046
H -0.5702 -1.3140 -4.7924 0.010 0.048 -0.017
```
Positions in Å, forces in eV/Å.

Calculated values
- net charge = -2
- <S²> = 2.02
- 2S+1 = 3
- E_HOMO (spin up / spin down) (eV) = -0.08 / -2.69



Molecular formula: C3H2Cl2
Method: DFT, the ωB97M-V functional and the def2-TZVPD basis

Structure (XYZ):
```
7
Properties=species:S:1:pos:R:3:forces:R:3
C -0.3093 -0.4035 1.3606 -0.834 1.625 1.294
C 0.5147 -0.3899 -2.2307 -1.034 -0.469 -0.547
C -0.7770 0.4754 2.0281 -0.178 0.180 1.299
Cl 0.3817 -1.5758 0.5652 0.918 -1.740 -1.314
Cl 1.7345 0.7363 -2.1454 -0.042 0.489 -0.005
H -0.4619 0.1419 -2.5014 1.112 0.002 0.350
H -1.0828 1.0155 2.9237 0.057 -0.087 -1.078
```
Positions in Å, forces in eV/Å.

Calculated values
- net charge = 0
- E_HOMO (spin up / spin down) (eV) = -8.92 / -8.92



Molecular formula: C3H8Se
Method: DFT, the ωB97M-V functional and the def2-TZVPD basis

Structure (XYZ):
```
12
Properties=species:S:1:pos:R:3:forces:R:3
C 0.7863 -1.7111 0.4474 1.938 -0.926 1.100
C -0.4084 1.3786 -0.6921 -1.434 -0.970 -2.208
C 0.3901 0.8083 0.3788 0.183 1.154 -0.339
Se -0.1420 1.1028 2.1141 -0.812 0.270 -0.113
H 0.7242 -1.3814 -0.5417 -0.164 0.225 -1.056
H 0.0414 -2.1874 0.9784 -1.789 -0.924 0.487
H 1.6549 -1.5403 1.0712 0.184 0.184 -0.454
H -0.0936 1.1951 -1.7716 0.386 0.406 1.489
H -1.4166 0.9232 -0.7439 0.062 0.142 0.416
H -0.5743 2.4200 -0.5124 -0.110 1.013 -0.313
H 1.4160 0.7339 0.1782 1.311 -0.369 0.158
H -1.3759 1.7075 1.5219 0.246 -0.205 0.833
```
Positions in Å, forces in eV/Å.

Calculated values
- net charge = 0
- <S²> = 2.01
- 2S+1 = 3
- E_HOMO (spin up / spin down) (eV) = -6.51 / -9.63



Molecular formula: C4H10NO2
Method: DFT, the ωB97M-V functional and the def2-TZVPD basis

Structure (XYZ):
```
17
Properties=species:S:1:pos:R:3:forces:R:3
C 2.7976 0.8742 -0.4162 0.754 0.801 -0.518
C 1.9944 -0.8263 -0.0748 -1.454 0.622 -1.899
C -1.0704 -0.0290 1.3975 1.437 -0.934 0.384
C -0.8518 0.5028 -1.0884 -1.992 0.170 0.351
N -0.6638 -0.4022 0.0009 0.700 -3.153 1.811
O 2.1275 -0.1100 -1.1966 0.346 -2.795 -0.029
O 2.5748 0.0044 0.7407 0.237 -0.451 0.626
H 3.9203 1.1042 -0.6705 -2.306 -0.694 0.619
H 2.0747 1.6879 -0.4959 0.699 0.604 0.887
H 1.5107 -1.8742 -0.0070 1.256 2.005 0.306
H -0.2626 -0.2014 2.1201 0.738 0.029 -0.492
H -1.2153 1.0167 1.4892 -0.630 0.982 -0.283
H -1.8021 -0.5866 1.9842 -0.972 -0.084 -1.230
H -1.7958 0.2635 -1.5891 -0.209 0.640 0.036
H -0.8354 1.5370 -0.7254 -0.065 -0.230 -0.241
H -0.1339 0.3414 -1.8371 1.319 0.012 -0.932
H -0.8984 -1.4263 -0.2481 0.142 2.476 0.603
```
Positions in Å, forces in eV/Å.

Calculated values
- net charge = +1
- E_HOMO (eV) = -12.88



Molecular formula: C19H18F5N2PdSSe2
Method: DFT, the ωB97M-V functional and the def2-TZVPD basis

Structure (XYZ):
```
48
Properties=species:S:1:pos:R:3:forces:R:3
Pd -0.0388 -0.5269 0.2447 0.817 -2.256 1.398
C 2.9206 -2.0514 2.5635 -0.174 0.165 0.146
Se 2.2311 -2.1965 0.7496 -0.666 1.340 -0.606
C 3.3792 -0.7293 0.0797 0.147 -0.131 0.127
C 3.1374 -0.4379 -1.3826 -0.287 -0.127 0.226
Se 1.2865 0.1560 -1.7475 0.239 0.531 -0.103
C 1.5227 2.0621 -1.4096 0.156 0.169 0.007
H 2.9159 -1.0069 2.8668 -0.016 -0.071 -0.008
H 3.9407 -2.4287 2.5692 -0.025 -0.076 -0.159
H 2.3105 -2.6477 3.2364 -0.083 -0.006 -0.077
H 4.4163 -1.0430 0.2268 -0.072 0.039 0.067
H 3.1682 0.1455 0.7038 0.073 -0.205 -0.043
H 3.2985 -1.3353 -1.9834 -0.065 0.164 -0.081
H 3.8108 0.3484 -1.7307 -0.133 -0.063 -0.050
H 2.4502 2.3823 -1.8816 -0.040 -0.006 0.023
H 1.5338 2.2778 -0.3419 0.052 -0.094 -0.111
H 0.6942 2.5880 -1.8780 -0.076 -0.096 0.005
N -1.7092 -0.1387 -1.7878 -0.198 -0.577 0.112
C -2.3954 1.0584 -1.5827 -0.241 0.376 -0.177
C -2.8394 1.8502 -2.6212 0.260 -0.447 0.304
C -3.6049 2.9957 -2.3807 -0.169 0.264 0.327
C -3.9340 3.3589 -1.1029 0.042 0.043 -0.247
C -3.4306 2.6288 -0.0092 0.210 -0.298 -0.176
C -3.7183 2.9577 1.3292 0.145 -0.254 0.191
C -3.2011 2.1869 2.3344 -0.177 0.281 -0.234
C -2.3413 1.1310 2.0043 -0.004 -0.247 0.089
N -2.0416 0.8005 0.7688 0.595 -0.318 -0.195
C -2.6102 1.4944 -0.2440 -0.257 0.371 -0.294
H -1.6186 -0.4013 -2.7616 -0.102 -0.053 0.158
H -2.0289 -0.9239 -1.2093 -0.066 0.473 -0.483
H -2.6275 1.5623 -3.6392 -0.030 -0.137 -0.158
H -3.9733 3.5648 -3.2201 -0.023 0.067 -0.055
H -4.5783 4.1999 -0.9100 -0.092 0.175 -0.010
H -4.3550 3.8017 1.5445 -0.079 0.109 0.023
H -3.4307 2.3944 3.3664 0.032 -0.025 0.131
H -1.9228 0.5235 2.7959 0.108 0.066 -0.068
F 1.0483 0.2152 7.0412 -0.059 -0.027 -0.147
C 0.5876 -0.2329 5.8797 -0.134 -0.143 -0.411
C -0.3136 -1.3005 5.8359 0.118 0.068 -0.124
F -0.7201 -1.8709 6.9640 0.036 0.121 -0.058
C -0.7795 -1.7818 4.6187 0.275 0.449 -0.290
F -1.6691 -2.7724 4.6100 0.137 -0.047 0.078
C -0.3539 -1.2464 3.3878 0.438 0.500 0.846
S -0.9090 -1.9747 1.9163 -0.193 0.442 -0.857
C 0.5165 -0.1504 3.4747 -0.269 -0.265 -0.227
F 0.9407 0.4757 2.3269 0.007 -0.067 0.991
C 0.9897 0.3482 4.6783 -0.099 -0.121 0.020
F 1.8463 1.3701 4.6532 -0.056 -0.055 0.178
```
Positions in Å, forces in eV/Å.

Calculated values
- net charge = +1
- E_HOMO (eV) = -10.88



Molecular formula: CH2Cl2NO2P
Method: DFT, the ωB97M-V functional and the def2-TZVPD basis

Structure (XYZ):
```
9
Properties=species:S:1:pos:R:3:forces:R:3
C 0.6410 -0.1415 0.3093 -0.125 -0.567 -1.738
N -0.2331 -0.5236 1.1917 1.864 1.071 -1.368
O 1.9587 -0.2311 0.5005 2.478 -0.016 0.686
O 4.1661 0.1005 -1.8391 0.189 0.548 -1.977
P 4.1023 0.0698 -0.4216 -3.271 -1.108 3.255
Cl 4.6574 -1.6797 0.3783 -0.214 1.189 0.023
Cl 4.5938 1.6539 0.6880 -0.208 -0.973 -0.455
H 0.4685 0.1339 -0.7998 -0.553 -0.044 1.650
H -1.1496 -0.3581 0.7922 -0.159 -0.100 -0.077
```
Positions in Å, forces in eV/Å.

Calculated values
- net charge = 0
- E_HOMO (eV) = -9.23



Molecular formula: C5H3N
Method: DFT, the ωB97M-V functional and the def2-TZVPD basis

Structure (XYZ):
```
9
Properties=species:S:1:pos:R:3:forces:R:3
C -0.0418 -1.9719 0.2086 -0.083 0.956 0.131
C -0.8453 -1.0965 0.0320 2.948 -4.100 0.702
C -1.6610 -0.0994 -0.0889 -3.048 2.468 -0.473
N -2.4502 0.7179 -0.2079 -0.794 1.049 -0.118
H 0.9087 -2.3216 0.4938 0.351 -0.929 -0.018
C 0.8552 0.8981 -0.5944 0.923 0.809 0.635
C 1.2139 1.4869 0.3751 -0.493 -0.615 -1.177
H 0.6295 0.3605 -1.4372 -0.347 -0.729 -1.438
H 1.3909 2.0261 1.2189 0.543 1.091 1.757
```
Positions in Å, forces in eV/Å.

Calculated values
- net charge = 0
- SMILES string = C#CC#N.C#C
- E_HOMO (eV) = -10.50



Molecular formula: C29H32N2O5
Method: DFT, the ωB97M-V functional and the def2-TZVPD basis

Structure (XYZ):
```
68
Properties=species:S:1:pos:R:3:forces:R:3
C 4.1370 -0.8839 -4.2140 0.114 0.081 0.009
O 4.3416 0.3625 -3.5213 -1.055 0.411 0.386
C 3.2738 0.9519 -2.9302 -0.118 -0.258 0.133
C 3.4931 2.1542 -2.2117 0.926 -0.412 -0.684
C 2.4742 2.7519 -1.5379 -0.703 0.292 0.868
N 1.2411 2.2055 -1.5122 0.037 -0.609 -0.479
C 0.1488 2.7567 -0.6714 -0.737 0.275 -1.108
C -0.2873 1.9459 0.4450 -0.224 -0.047 2.370
C -0.0309 0.5344 0.7346 1.272 -0.185 -0.374
C 0.1946 0.2893 2.2784 0.176 0.640 -1.547
C -0.9091 0.0538 3.0676 -0.159 -0.594 0.098
C -0.7863 -0.2930 4.3971 0.718 0.676 0.133
C 0.4900 -0.2584 4.9905 -0.161 -0.339 -0.606
O 0.5156 -0.7284 6.2633 0.470 0.001 1.107
C 1.7178 -0.7071 7.0462 -0.353 0.096 -0.501
C 1.6202 0.1244 4.2464 -0.849 0.159 0.392
C 1.4424 0.4083 2.8907 0.139 -0.370 -0.265
C -1.0493 2.8447 1.3868 0.428 -0.917 0.751
C -2.3740 3.3613 0.8798 -0.410 0.551 -0.343
O -0.7137 3.1981 2.5174 -0.157 -0.539 -0.801
C 0.9859 1.0881 -2.2431 -0.222 0.695 0.506
C 1.9604 0.4373 -2.9537 0.895 -0.236 -0.363
H 5.1400 -1.1459 -4.5476 -0.209 -0.128 -0.050
H 3.7430 -1.6680 -3.5536 0.119 0.293 -0.022
H 3.4692 -0.7677 -5.0781 0.171 0.108 0.216
H 4.4893 2.5970 -2.1974 -0.312 -0.156 -0.027
H 2.5742 3.6806 -0.9529 0.104 -0.658 -0.370
H 0.4413 3.7627 -0.3497 0.340 0.042 -0.244
H -0.7110 2.8905 -1.3283 -0.092 0.557 -1.245
H 0.8145 0.1712 0.1078 0.735 0.762 0.922
H -1.8920 0.0373 2.6148 -0.098 0.054 0.088
H -1.6708 -0.5015 4.9829 0.150 -0.151 0.179
H 1.4401 -1.1431 8.0120 0.108 0.149 -0.270
H 2.5128 -1.3120 6.5850 -0.195 0.097 0.044
H 2.0886 0.3187 7.1926 -0.128 -0.207 -0.051
H 2.5788 0.2434 4.7545 -0.185 -0.159 -0.360
H 2.3297 0.6235 2.2891 -0.324 0.109 0.085
H -2.7484 2.8452 0.0027 0.124 -0.185 -0.272
H -3.1626 3.3065 1.6327 0.291 0.090 0.207
H -2.2356 4.4056 0.6074 -0.205 0.329 0.011
H -0.0378 0.7190 -2.2261 0.372 0.179 0.066
H 1.6980 -0.4789 -3.4904 0.086 0.440 0.251
C 1.7058 -3.2685 2.9033 -0.061 -0.015 0.337
C 1.0812 -3.3182 1.5312 -0.238 0.360 -0.144
O 0.5592 -1.9998 1.2512 -0.218 -0.014 -0.206
C -0.1341 -1.8919 0.0951 -0.610 -1.565 0.819
C -1.0177 -0.6299 0.0408 0.141 1.256 2.644
N -1.3630 -0.4728 -1.3193 -2.496 -1.753 -1.085
C -2.3953 0.0630 -1.8614 1.087 1.109 1.402
C -3.1580 -0.4217 -3.0188 0.090 -0.199 -1.292
C -3.7295 0.5226 -3.9031 0.286 -0.304 0.363
C -4.4194 0.1119 -5.0404 0.077 0.067 0.204
C -4.5967 -1.2523 -5.2870 0.111 0.004 0.158
C -4.0870 -2.2066 -4.3997 0.088 0.341 0.185
C -3.3614 -1.7953 -3.2749 0.215 0.164 0.073
O -0.0628 -2.7938 -0.7114 -0.272 0.841 -0.349
H 2.2179 -4.2217 3.1107 -0.141 0.329 -0.043
H 2.4246 -2.4391 2.9669 -0.173 -0.308 0.021
H 0.9263 -3.1125 3.6689 0.377 0.014 -0.247
H 1.8014 -3.5939 0.7537 -0.211 -0.054 0.113
H 0.2073 -3.9759 1.5014 0.367 -0.285 -0.101
H -1.8960 -0.6155 0.8245 1.332 -0.688 -2.006
H -2.7232 1.0544 -1.4917 -0.613 -0.357 0.349
H -3.5833 1.5842 -3.6793 -0.128 -0.307 -0.165
H -4.8150 0.8673 -5.7249 0.086 -0.350 0.196
H -5.1359 -1.5701 -6.1758 0.054 0.024 0.159
H -4.2526 -3.2718 -4.5838 0.086 0.399 0.066
H -2.9397 -2.5336 -2.5821 -0.116 0.357 -0.289
```
Positions in Å, forces in eV/Å.

Calculated values
- net charge = 0
- E_HOMO (eV) = -5.04



Number 1: molecular weight 957.16 g/mol. Number 2: molecular weight 108.95 g/mol. Number 3: molecular weight 123.06 g/mol. Number 4: molecular weight 104.13 g/mol. Number 5: molecular weight 665.76 g/mol. Number 6: molecular weight 161.91 g/mol. Number 7: molecular weight 77.09 g/mol. Number 8: molecular weight 488.58 g/mol.